Record 1
{
  "formula": "C52H85AsBN9O3PSSiTi",
  "method": "ωB97M-V/def2-TZVPD",
  "species": ["Ti", "C", "C", "N", "N", "C", "B", "N", "C", "C", "C", "N", "N", "C", "C", "C", "N", "N", "C", "C", "C", "N", "H", "H", "H", "H", "H", "H", "H", "H", "H", "H", "H", "H", "C", "C", "C", "P", "C", "C", "C", "C", "C", "C", "C", "C", "C", "C", "N", "C", "C", "C", "C", "C", "C", "C", "C", "C", "H", "H", "H", "H", "H", "H", "H", "H", "H", "H", "H", "H", "H", "H", "H", "H", "H", "H", "H", "H", "H", "H", "H", "H", "H", "H", "H", "H", "H", "H", "H", "C", "C", "As", "C", "C", "C", "C", "H", "H", "H", "H", "H", "H", "H", "H", "H", "H", "H", "H", "H", "H", "H", "C", "C", "C", "C", "O", "Si", "S", "O", "C", "C", "C", "C", "O", "C", "C", "C", "C", "H", "H", "H", "H", "H", "H", "H", "H", "H", "H", "H", "H", "H", "H", "H", "H", "H", "H", "H", "H", "H", "H", "H", "H", "H", "H", "H"],
  "positions_angstrom": [[0.0543, -0.1930, -0.5439], [-4.7183, -0.5669, -0.1829], [-3.4359, -1.1300, -0.1744], [-2.5087, -0.1878, -0.1550], [-3.1626, 0.9963, -0.1720], [-4.4952, 0.7902, -0.2011], [-2.3129, 2.2851, -0.3379], [-1.3099, 2.2688, 0.8476], [-1.4687, 2.9588, 1.9901], [-0.8629, 2.2637, 3.0125], [-0.3426, 1.1313, 2.3944], [-0.5925, 1.1477, 1.0869], [-1.5960, 2.0680, -1.6963], [-1.9561, 2.6289, -2.8661], [-1.6242, 1.7725, -3.8928], [-1.0613, 0.6676, -3.2717], [-1.0267, 0.8545, -1.9490], [-3.1372, 3.5466, -0.2583], [-4.1317, 3.8088, 0.6359], [-4.5085, 5.1153, 0.4804], [-3.6693, 5.5960, -0.5438], [-2.8489, 4.6585, -0.9732], [-5.6649, -1.0775, -0.1556], [-3.1456, -2.1671, -0.2059], [-5.1950, 1.6066, -0.2576], [-1.9937, 3.8981, 2.0181], [-0.8068, 2.5300, 4.0534], [0.1736, 0.3081, 2.8456], [-2.4190, 3.5984, -2.8645], [-1.7734, 1.9203, -4.9473], [-0.6972, -0.2409, -3.7181], [-4.4854, 3.0605, 1.3267], [-5.2748, 5.6533, 1.0101], [-3.6325, 6.5837, -0.9740], [2.6685, 2.2581, 2.2708], [2.8358, 0.8216, 2.7851], [2.3412, 0.6516, 4.2208], [2.1653, -0.3624, 1.4853], [2.4507, -2.0698, 2.1950], [3.8535, -2.3786, 2.7092], [2.0554, -3.0783, 1.1157], [3.5221, -0.1358, 0.3094], [4.8717, -0.1832, 0.6555], [5.8845, 0.0494, -0.2578], [7.3343, -0.0544, 0.1230], [5.4971, 0.3914, -1.5478], [4.1687, 0.4814, -1.9024], [3.1311, 0.1968, -0.9909], [1.7593, 0.2564, -1.3592], [1.6759, 0.6272, -2.7499], [1.9549, -0.3317, -3.7350], [2.3049, -1.7464, -3.3693], [1.9677, 0.0671, -5.0632], [1.7553, 1.3894, -5.4368], [1.7305, 1.7772, -6.8892], [1.5853, 2.3347, -4.4346], [1.5574, 1.9792, -3.0934], [1.4805, 3.0515, -2.0354], [3.3325, 2.9330, 2.8129], [1.6495, 2.6163, 2.4035], [2.9185, 2.3213, 1.2090], [3.9058, 0.6165, 2.7991], [1.2628, 0.7544, 4.3279], [2.7955, 1.4314, 4.8352], [2.6379, -0.3145, 4.6321], [1.7470, -2.1362, 3.0301], [4.5487, -2.4996, 1.8810], [3.8280, -3.3192, 3.2624], [4.2301, -1.6087, 3.3842], [2.7628, -3.0305, 0.2831], [1.0613, -2.8782, 0.7197], [2.0744, -4.0951, 1.5116], [5.1621, -0.3904, 1.6751], [7.4666, 0.0090, 1.2022], [7.9121, 0.7407, -0.3474], [7.7481, -1.0072, -0.2133], [6.2473, 0.6099, -2.2985], [3.9513, 0.7825, -2.9141], [2.5470, -1.8502, -2.3164], [3.1568, -2.0877, -3.9584], [1.4590, -2.3938, -3.5705], [2.1961, -0.6682, -5.8274], [2.5188, 1.2670, -7.4426], [1.8538, 2.8516, -7.0163], [0.7765, 1.4951, -7.3409], [1.4839, 3.3817, -4.6999], [0.8284, 3.8655, -2.3502], [2.4788, 3.4675, -1.8751], [1.1239, 2.6641, -1.0832], [-1.1128, -4.7471, 1.7702], [-2.1813, -3.7688, 2.2560], [-1.4081, -1.9549, 2.4139], [-0.5571, -2.2468, 4.2006], [-1.4459, -2.7270, 5.3440], [-2.9730, -0.9133, 3.0786], [-4.2713, -1.6936, 3.2580], [-1.5253, -5.7474, 1.6305], [-0.2991, -4.8216, 2.4956], [-0.6809, -4.4165, 0.8233], [-2.5766, -4.0930, 3.2174], [-3.0185, -3.7449, 1.5586], [-0.0872, -1.3007, 4.4891], [0.2504, -2.9683, 4.0532], [-2.3086, -2.0765, 5.4898], [-0.8788, -2.7335, 6.2761], [-1.8020, -3.7422, 5.1718], [-3.1413, -0.0887, 2.3834], [-2.6767, -0.4538, 4.0244], [-4.5865, -2.1399, 2.3156], [-5.0683, -1.0299, 3.5976], [-4.1672, -2.4925, 3.9926], [-3.2368, -6.5581, -2.8391], [-2.2473, -5.6956, -2.0629], [-1.0219, -6.5079, -1.6548], [-2.8961, -5.0854, -0.8271], [-1.7897, -4.6752, -2.9535], [-1.6175, -3.0833, -3.1124], [-0.4373, -2.3590, -1.4337], [-0.8005, -2.8640, -4.4965], [-0.3622, -3.6112, -5.6554], [-1.1342, -4.9122, -5.8630], [-0.5757, -2.6919, -6.8577], [1.1220, -3.9541, -5.5172], [-2.9916, -2.2168, -3.0804], [-4.1982, -2.2617, -3.8776], [-3.9959, -3.0697, -5.1521], [-4.5608, -0.8243, -4.2206], [-5.3191, -2.8955, -3.0626], [-3.6035, -7.3736, -2.2154], [-2.7576, -6.9801, -3.7226], [-4.0887, -5.9588, -3.1651], [-1.3031, -7.3068, -0.9681], [-0.2955, -5.8543, -1.1696], [-0.5551, -6.9490, -2.5362], [-3.2208, -5.8686, -0.1421], [-3.7549, -4.4737, -1.0991], [-2.1595, -4.4539, -0.3282], [-2.2069, -4.7349, -5.8896], [-0.9186, -5.6157, -5.0624], [-0.8329, -5.3472, -6.8159], [-1.6292, -2.6529, -7.1378], [-0.0067, -3.0593, -7.7126], [-0.2434, -1.6814, -6.6202], [1.3253, -4.3435, -4.5185], [1.7505, -3.0842, -5.6980], [1.3847, -4.7184, -6.2483], [-3.1816, -2.6471, -5.7405], [-4.9057, -3.0621, -5.7517], [-3.7566, -4.1046, -4.9023], [-3.8119, -0.3996, -4.8885], [-4.5996, -0.2250, -3.3104], [-5.5343, -0.7842, -4.7102], [-5.0952, -3.9416, -2.8543], [-6.2507, -2.8560, -3.6280], [-5.4527, -2.3636, -2.1260]],
  "orbital_gap_ev": 6.62,
  "total_charge": 1,
  "e_tot_ev": -187493.8700
}


Record 2
{
  "formula": "C31H25AsCrN6O10S3",
  "method": "ωB97M-V/def2-TZVPD",
  "species": ["Cr", "N", "C", "C", "C", "C", "C", "C", "S", "O", "O", "N", "C", "N", "C", "C", "C", "N", "H", "H", "H", "H", "H", "H", "H", "H", "H", "O", "As", "O", "O", "C", "C", "C", "C", "C", "C", "S", "O", "O", "O", "H", "H", "H", "H", "H", "O", "S", "O", "N", "C", "C", "C", "C", "C", "C", "C", "C", "N", "C", "C", "C", "C", "C", "C", "C", "H", "H", "H", "H", "H", "H", "H", "H", "H", "H", "H"],
  "positions_angstrom": [[0.3145, 0.5397, -0.3814], [-1.6568, -3.3250, 5.9432], [-1.3890, -2.2169, 5.1515], [-0.1234, -2.0434, 4.5911], [0.1428, -0.9356, 3.8133], [-0.8459, 0.0069, 3.6087], [-2.0957, -0.1298, 4.1844], [-2.3663, -1.2383, 4.9593], [-0.5124, 1.3794, 2.5224], [0.9106, 1.5412, 2.3935], [-1.2450, 2.5250, 3.0066], [-1.0630, 0.9693, 1.0395], [-1.7451, -0.1262, 0.7470], [-2.6733, -0.7248, 1.4878], [-3.2450, -1.7943, 0.9542], [-2.9394, -2.2746, -0.3088], [-1.9329, -1.6122, -1.0035], [-1.3421, -0.5587, -0.4782], [-1.0679, -4.1217, 5.7537], [-2.6351, -3.5604, 6.0120], [0.6318, -2.8001, 4.7439], [1.1001, -0.7863, 3.3406], [-2.8350, 0.6329, 4.0005], [-3.3427, -1.3719, 5.4017], [-3.9913, -2.2684, 1.5801], [-3.4360, -3.1378, -0.7221], [-1.5819, -1.9233, -1.9763], [3.5506, 0.1444, 0.7524], [3.1168, -0.6227, -0.7721], [4.4270, -0.3977, -1.7213], [1.7280, -0.1278, -1.5387], [3.2734, -2.5061, -0.1568], [4.4300, -3.2174, -0.4517], [4.5879, -4.5005, 0.0506], [3.6162, -5.0568, 0.8695], [2.4703, -4.3393, 1.1719], [2.3130, -3.0704, 0.6542], [0.7300, -2.2582, 0.5452], [0.9588, -0.8489, 0.9320], [-0.2112, -2.9068, 1.4332], [0.4619, -2.4557, -0.8601], [2.8053, 0.6288, 1.1255], [5.1643, -2.7413, -1.0941], [5.4672, -5.0776, -0.2051], [3.7457, -6.0560, 1.2588], [1.6818, -4.7467, 1.7829], [1.5826, 4.2188, -1.0664], [1.3831, 2.7967, -1.1894], [1.8537, 2.0127, -0.0578], [-0.1164, 2.2481, -1.4073], [-1.2415, 3.0139, -1.4021], [-1.2641, 4.3665, -1.0772], [-2.4521, 5.0911, -1.0213], [-3.6587, 4.5053, -1.3015], [-3.6949, 3.1512, -1.6757], [-4.8973, 2.4980, -2.0159], [-4.8679, 1.1885, -2.4107], [-3.6230, 0.5467, -2.4751], [-2.4900, 1.1181, -2.1633], [-2.4896, 2.3925, -1.7471], [2.3058, 2.3177, -2.6418], [1.6860, 1.8244, -3.7739], [2.4667, 1.4702, -4.8613], [3.8422, 1.6271, -4.8104], [4.4484, 2.1361, -3.6765], [3.6754, 2.4863, -2.5829], [-0.3388, 4.8611, -0.8437], [-2.4112, 6.1351, -0.7410], [-4.5851, 5.0605, -1.2446], [-5.8253, 3.0546, -1.9700], [-5.7679, 0.6567, -2.6824], [-3.5591, -0.4801, -2.8137], [0.6133, 1.7017, -3.7748], [2.0001, 1.0548, -5.7426], [4.4418, 1.3431, -5.6614], [5.5191, 2.2359, -3.6354], [4.1111, 2.8750, -1.6747]],
  "orbital_gap_ev": [7.28, 7.79],
  "multiplicity": 2,
  "total_charge": -1,
  "e_tot_ev": -183736.3040
}